Formula: C58H156N6O34
Source: the OMol25 dataset
Level of theory: ωB97M-V/def2-TZVPD

```
254
Properties=species:S:1:pos:R:3
C 6.4880 -3.7207 -10.6359
O 6.5552 -2.3476 -11.0513
C 5.5633 -1.4755 -10.5080
C 5.7109 -0.0809 -11.1529
N 5.4544 -0.1289 -12.6307
C 4.0808 -0.3346 -12.9633
C 3.9946 -0.7012 -14.4556
O 4.3366 -2.0190 -14.7451
C 4.3345 -2.3747 -16.1375
H 5.5464 -4.1847 -10.9295
H 6.4982 -3.7944 -9.5485
H 7.2417 -4.4025 -11.0299
H 5.6782 -1.3685 -9.4294
H 4.5454 -1.8334 -10.6626
H 6.7271 0.2987 -11.0468
H 5.0133 0.6595 -10.7613
H 6.1409 -0.7359 -13.0552
H 3.4657 0.5311 -12.7175
H 3.7068 -1.2116 -12.4350
H 4.5489 0.0235 -15.0520
H 2.9775 -0.5295 -14.8079
H 5.1881 -1.8393 -16.5531
H 3.4785 -2.0225 -16.7131
H 4.4606 -3.4461 -16.2931
C 8.8867 -4.3010 7.2550
O 7.4193 -4.3875 7.3246
C 7.0304 -4.2855 8.6822
C 5.6351 -4.9671 8.7897
N 5.7086 -6.3869 8.6154
C 4.3259 -6.7341 8.2932
C 4.1263 -8.2138 7.7035
O 4.6479 -8.3088 6.4459
C 4.6746 -9.5777 5.8245
H 9.5137 -5.1895 7.3287
H 9.3679 -3.5459 7.8766
H 9.0860 -4.0085 6.2240
H 7.0015 -3.2205 8.9128
H 7.7605 -4.8439 9.2681
H 4.9324 -4.4217 8.1598
H 5.1768 -4.7602 9.7568
H 6.3390 -6.5495 7.8432
H 3.8037 -6.0917 7.5843
H 3.6881 -6.5847 9.1645
H 3.0503 -8.2675 7.5375
H 4.4854 -8.9883 8.3813
H 5.2152 -10.3608 6.3561
H 5.1368 -9.5485 4.8378
H 3.6858 -9.9910 5.6260
C 4.6336 10.6790 7.8067
O 3.9507 9.4707 7.5313
C 3.3108 9.2795 6.2261
C 2.2951 8.1967 6.2842
N 1.9557 7.4763 5.0280
C 1.7903 8.4544 3.8668
C 1.4045 7.7109 2.5505
O 0.0090 7.7902 2.2901
C -0.3884 7.0847 1.0872
H 5.2385 11.0063 6.9611
H 5.2114 10.5230 8.7177
H 3.9018 11.4789 7.9201
H 4.0695 9.0324 5.4835
H 2.8022 10.1897 5.9081
H 1.3335 8.6539 6.5175
H 2.5156 7.4469 7.0440
H 1.1038 6.9479 5.1508
H 2.7336 8.9893 3.7562
H 0.9908 9.1550 4.1077
H 1.6469 6.6514 2.6327
H 1.9178 8.1608 1.7007
H -1.4736 6.9847 1.0636
H -0.0838 6.0385 1.0627
H -0.1156 7.5959 0.1639
C 0.0918 -1.4326 -1.9790
O 1.4390 -1.9330 -2.0700
C 2.4397 -0.9285 -1.7595
C 2.4474 -0.5308 -0.2536
N 2.7909 -1.6786 0.5224
C 3.0464 -1.4334 1.9304
C 2.1645 -0.3277 2.5798
O 0.8191 -0.6259 2.7038
C 0.0187 0.4104 3.1644
H -0.0760 -0.7641 -1.1346
H -0.7077 -2.1707 -1.9150
H -0.0533 -0.8227 -2.8707
H 2.2795 -0.0699 -2.4115
H 3.4078 -1.3359 -2.0510
H 1.5818 -0.0696 0.2220
H 3.1885 0.2644 -0.3336
H 2.1267 -2.4110 0.3164
H 4.0743 -1.1772 2.1868
H 2.8879 -2.3918 2.4247
H 2.4474 0.6105 2.1025
H 2.5339 -0.1291 3.5859
H 0.2362 0.6162 4.2125
H -1.0405 0.1808 3.0485
H 0.0738 1.3415 2.6003
C -9.2508 0.0512 -3.3542
O -9.6715 0.5928 -4.6819
C -9.2874 -0.2315 -5.7650
C -9.8874 0.3301 -7.0721
N -11.2567 0.8148 -6.8868
C -11.7256 1.4590 -8.1494
C -13.0295 2.1222 -7.7970
O -12.7384 3.3510 -7.0962
C -13.8332 3.9234 -6.4562
H -8.2113 -0.2756 -3.3256
H -9.9309 -0.7870 -3.2024
H -9.4508 0.8553 -2.6460
H -9.7560 -1.2075 -5.6390
H -8.2033 -0.3106 -5.8458
H -9.8848 -0.4352 -7.8482
H -9.2950 1.1809 -7.4086
H -11.2173 1.6331 -6.2961
H -11.9299 0.6448 -8.8447
H -11.0524 2.2132 -8.5571
H -13.7145 1.4680 -7.2575
H -13.5735 2.2845 -8.7275
H -14.4747 3.2709 -5.8640
H -14.3853 4.5462 -7.1600
H -13.4473 4.6864 -5.7801
C -7.1101 2.3897 5.8273
O -7.9376 1.2186 5.6755
C -9.0299 1.0740 6.6242
C -9.0159 -0.4657 7.0087
N -7.7516 -1.0376 7.4829
C -7.4827 -0.6355 8.8849
C -6.1351 -1.3607 9.3864
O -4.9144 -0.9245 8.7142
C -3.9163 -1.8772 8.8731
H -6.4397 2.4296 4.9688
H -6.6732 2.4757 6.8222
H -7.6739 3.3190 5.7460
H -9.9910 1.2940 6.1593
H -8.8788 1.7064 7.4990
H -9.2321 -0.8419 6.0088
H -9.8263 -0.8530 7.6261
H -6.9703 -0.7364 6.9182
H -8.2770 -0.7451 9.6232
H -7.2868 0.4346 8.8169
H -6.3668 -2.4233 9.4594
H -5.9329 -1.0052 10.3968
H -4.1899 -2.9126 8.6701
H -3.6512 -1.7526 9.9230
H -3.0507 -1.6591 8.2475
C -5.5117 -5.0039 3.8389
C -4.0293 -4.5900 4.0670
O -3.4678 -4.0837 2.8656
O -6.0965 -5.4614 5.0680
H -5.6332 -5.8871 3.2118
H -6.0524 -4.1823 3.3691
H -3.4853 -5.4638 4.4255
H -4.0288 -3.7831 4.7998
H -2.7377 -3.5109 3.1112
H -6.5933 -4.6765 5.3103
C -6.3505 -7.8903 -7.2110
C -6.7454 -7.5332 -5.7666
O -5.9381 -6.4718 -5.2712
O -6.3892 -6.6786 -7.9896
H -7.0628 -8.6046 -7.6239
H -5.3210 -8.2402 -7.2867
H -6.6535 -8.4672 -5.2123
H -7.7907 -7.2243 -5.7611
H -5.5003 -6.6703 -4.4402
H -5.7682 -6.1190 -7.5176
C 3.8268 7.2191 -5.2465
C 4.4961 7.0222 -6.6053
O 5.8280 6.4424 -6.4181
O 3.4560 5.9927 -4.6941
H 2.8432 7.6503 -5.4330
H 4.4164 7.8951 -4.6273
H 4.5724 7.9180 -7.2217
H 4.0974 6.1929 -7.1896
H 6.2539 6.4172 -7.2781
H 4.1814 5.7829 -4.1014
C -0.8704 -7.9143 -0.9503
C -0.0453 -8.4419 0.2421
O 0.4212 -7.3744 1.0990
O -2.1609 -7.4329 -0.5052
H -0.9974 -8.7030 -1.6918
H -0.4161 -7.0524 -1.4392
H 0.8458 -9.0049 -0.0354
H -0.6811 -9.1736 0.7405
H 0.8751 -7.7101 1.8755
H -1.9308 -6.7492 0.1282
C -0.1010 -5.9554 -8.1934
C -0.6121 -4.8872 -9.2314
O -1.3553 -3.8848 -8.6257
O 1.0651 -5.3679 -7.6308
H 0.2025 -6.8854 -8.6741
H -0.9319 -6.1725 -7.5222
H -1.3063 -5.4573 -9.8488
H 0.1069 -4.3908 -9.8830
H -1.0285 -3.0610 -8.9945
H 0.8210 -4.6304 -7.0667
C -4.2085 8.0870 6.9246
C -4.2404 9.1382 5.8125
O -4.5463 8.5963 4.5590
O -3.1661 7.1177 6.6756
H -5.1461 7.5799 7.1522
H -3.9816 8.6296 7.8423
H -3.3237 9.7247 5.7503
H -4.9601 9.9004 6.1110
H -3.7674 8.1559 4.2113
H -3.1075 6.4471 7.3600
C 6.3516 -6.8533 -1.5468
C 6.3994 -8.2331 -0.6989
O 6.0205 -9.4034 -1.4508
O 7.1168 -5.8678 -0.8527
H 5.3206 -6.5444 -1.7194
H 6.9115 -6.8443 -2.4820
H 5.7854 -8.1146 0.1939
H 7.4147 -8.4611 -0.3745
H 6.5077 -10.1472 -1.0887
H 6.5089 -5.2315 -0.4691
C 8.5463 2.7851 5.2697
C 7.2836 3.5528 5.6934
O 6.7306 4.2185 4.5928
O 9.6072 3.6404 4.9626
H 8.4706 2.1049 4.4213
H 8.9447 2.1910 6.0922
H 7.4473 4.2100 6.5474
H 6.5842 2.8097 6.0766
H 5.8627 4.5424 4.8445
H 9.6511 3.9082 4.0417
C -1.9850 3.4464 -7.9153
C -1.1382 2.7753 -8.9618
O -1.8608 1.8658 -9.7141
O -2.6839 4.4881 -8.4692
H -1.2981 3.8210 -7.1564
H -2.6376 2.7430 -7.3981
H -0.3498 2.2238 -8.4495
H -0.7053 3.5617 -9.5801
H -2.5476 2.2383 -10.2719
H -3.2989 4.8556 -7.8303
C -0.5120 3.2705 12.5234
C -2.0043 3.2641 12.2509
O -2.2886 3.0742 10.8937
O -0.0028 4.4809 12.0531
H -0.0206 2.4032 12.0826
H -0.2684 3.2604 13.5857
H -2.5417 4.1466 12.5979
H -2.4728 2.3951 12.7130
H -2.3217 2.1436 10.6603
H -0.2329 5.1663 12.6848
C 8.1673 4.2683 -1.0836
C 9.5038 4.9478 -1.3414
O 10.2585 5.2003 -0.1513
O 7.1433 5.1075 -0.4666
H 8.3094 3.3589 -0.4997
H 7.8724 3.9863 -2.0944
H 9.3505 5.8386 -1.9506
H 10.0936 4.4132 -2.0860
H 10.9699 5.8029 -0.3802
H 7.3053 5.1647 0.4779
```

Output
ΔE to the lowest compared entry with this formula, charge and spin in eV: 4.0034
LUMO in hartree: 0.0032
Charge: 0
Gap between HOMO and LUMO in eV: 8.4